Computed, not measured: a cluster of 8 separate species, C51H94ClN8O2 in total at a distorted geometry, with ωB97M-V/def2-TZVPD.

Computed properties:
calculated total energy = -3048.094477 Ha
Kohn-Sham gap = 8.741 eV
lowest unoccupied orbital energy = -3.0 eV
highest occupied orbital energy = -11.8 eV
M = 886.820 Da
total charge = +1

Bonds (Å) are listed after each position.
CARTESIAN COORDINATES (ANGSTROEM)
1 C 6.9927 -0.8702 0.6144  C2 1.545, H28 1.100, H29 1.093, H30 1.092
2 C 6.9560 0.5388 -0.0193  C1 1.545, C3 1.554, H31 1.097, H32 1.095
3 C 6.9776 0.4525 -1.5710  C2 1.554, C4 1.541, H33 1.097, H34 1.095
4 C 5.6648 0.8849 -2.2531  C3 1.541, C5 1.548, H35 1.099, H36 1.096
5 C 4.3786 0.2980 -1.6229  C4 1.548, C6 1.559, H37 1.099, H38 1.094
6 C 3.2340 1.3495 -1.5011  C5 1.559, C7 1.550, H39 1.095, H40 1.096
7 C 2.4890 1.5740 -2.8416  C6 1.550, C8 1.556, H41 1.094, H42 1.097
8 C 0.9386 1.5800 -2.7075  C7 1.556, C9 1.540, H43 1.102, H44 1.099
9 C 0.3256 2.9929 -2.6767  C8 1.540, C10 1.549, H45 1.099, H46 1.098
10 C -1.2076 2.9873 -2.8988  C9 1.549, C11 1.556, H47 1.098, H48 1.092
11 C -1.8900 2.1548 -1.7754  C10 1.556, C12 1.556, H49 1.094, H50 1.097
12 C -3.0570 2.8819 -1.0469  C11 1.556, C13 1.546, H51 1.095, H52 1.099
13 C -3.0190 2.8496 0.4979  C12 1.546, C14 1.561, H53 1.096, H54 1.097
14 C -3.5888 1.5672 1.1821  C13 1.561, C15 1.541, H55 1.102, H56 1.091
15 C -3.8638 0.3721 0.2497  C14 1.541, C16 1.546, H57 1.104, H58 1.090
16 C -2.5598 -0.4420 0.0902  C15 1.546, C17 1.567, H59 1.089, H60 1.103
17 C -2.6165 -1.5659 -1.0008  C16 1.567, O18 1.410, C19 1.538, C27 1.559
18 O -3.5594 -1.3257 -2.0217  C17 1.410, H61 0.967
19 C -2.8430 -2.8992 -0.2676  C17 1.538, N20 1.507, H62 1.096, H63 1.089
20 N -2.6769 -4.1254 -1.1282  C19 1.507, C21 1.488, H64 1.021, H65 1.020
21 C -1.9064 -3.8921 -2.3800  N20 1.488, C22 1.532, H66 1.093, H67 1.094
22 C -0.7215 -2.9372 -2.2004  C21 1.532, C23 1.562, C27 1.562, H68 1.092
23 C 0.3142 -3.5843 -1.2271  C22 1.562, C24 1.523, H69 1.096, H70 1.095
24 C 1.6561 -2.8851 -1.4014  C23 1.523, O25 1.144, Cl26 1.785
25 O 1.8552 -1.8399 -0.9812  C24 1.144
26 Cl 2.9447 -3.7321 -2.2996  C24 1.785
27 C -1.2153 -1.5478 -1.6845  C17 1.559, C22 1.562, H71 1.091, H72 1.093
28 H 7.2651 -0.7412 1.6722  C1 1.100
29 H 6.0156 -1.3603 0.5886  C1 1.093
30 H 7.7839 -1.4887 0.1850  C1 1.092
31 H 7.8733 1.0605 0.2791  C2 1.097
32 H 6.1271 1.1365 0.3749  C2 1.095
33 H 7.7532 1.1402 -1.9312  C3 1.097
34 H 7.2937 -0.5523 -1.8690  C3 1.095
35 H 5.7114 0.5104 -3.2856  C4 1.099
36 H 5.5943 1.9746 -2.3433  C4 1.096
37 H 3.9925 -0.4779 -2.2987  C5 1.099
38 H 4.5303 -0.1790 -0.6504  C5 1.094
39 H 2.5616 1.0043 -0.7083  C6 1.095
40 H 3.7302 2.2898 -1.2339  C6 1.096
41 H 2.7854 2.5352 -3.2711  C7 1.094
42 H 2.7478 0.7456 -3.5132  C7 1.097
43 H 0.7198 1.1142 -1.7335  C8 1.102
44 H 0.4520 0.9375 -3.4547  C8 1.099
45 H 0.7791 3.5840 -3.4845  C9 1.099
46 H 0.5819 3.4970 -1.7359  C9 1.098
47 H -1.3520 2.4505 -3.8461  C10 1.098
48 H -1.6157 3.9951 -3.0007  C10 1.092
49 H -1.1389 1.9181 -1.0155  C11 1.094
50 H -2.3023 1.2384 -2.2148  C11 1.097
51 H -4.0428 2.5629 -1.4014  C12 1.095
52 H -2.9956 3.9419 -1.3304  C12 1.099
53 H -2.0104 3.1027 0.8447  C13 1.096
54 H -3.6416 3.6898 0.8303  C13 1.097
55 H -2.8301 1.2207 1.9022  C14 1.102
56 H -4.4632 1.7982 1.7928  C14 1.091
57 H -4.5640 -0.2928 0.7849  C15 1.104
58 H -4.3545 0.6206 -0.6916  C15 1.090
59 H -1.6738 0.1823 -0.0131  C16 1.089
60 H -2.4357 -0.9666 1.0526  C16 1.103
61 H -4.4528 -1.4416 -1.6707  O18 0.967
62 H -3.8693 -2.9037 0.1174  C19 1.096
63 H -2.1322 -2.9524 0.5562  C19 1.089
64 H -2.1467 -4.8033 -0.5786  N20 1.021
65 H -3.5815 -4.5369 -1.3559  N20 1.020
66 H -2.5654 -3.4430 -3.1274  C21 1.093
67 H -1.5578 -4.8383 -2.8033  C21 1.094
68 H -0.2428 -2.8269 -3.1759  C22 1.092
69 H 0.4260 -4.6474 -1.4699  C23 1.096
70 H 0.0403 -3.4682 -0.1729  C23 1.095
71 H -1.1852 -0.8162 -2.4927  C27 1.091
72 H -0.4946 -1.2337 -0.9244  C27 1.093
73 C 7.4233 3.5478 2.5559  C74 1.524, H78 1.092, H79 1.090, H80 1.093
74 C 6.3700 4.3497 3.3111  C73 1.524, C75 1.531, H81 1.092, H82 1.091
75 C 4.9419 4.0201 2.8679  C74 1.531, C76 1.474, H83 1.091, H84 1.091
76 C 4.7563 4.3218 1.4371  C75 1.474, N77 1.138
77 N 4.6132 4.5532 0.3324  C76 1.138
78 H 7.4068 3.7698 1.4870  C73 1.092
79 H 8.4217 3.7890 2.9220  C73 1.090
80 H 7.2634 2.4746 2.6865  C73 1.093
81 H 6.5627 5.4150 3.1703  C74 1.092
82 H 6.4620 4.1476 4.3792  C74 1.091
83 H 4.2256 4.6063 3.4449  C75 1.091
84 H 4.7252 2.9632 3.0327  C75 1.091
85 C -6.9564 0.9535 6.1964  C86 1.526, H90 1.091, H91 1.091, H92 1.093
86 C -7.1958 -0.2534 5.2944  C85 1.526, C87 1.529, H93 1.093, H94 1.091
87 C -6.4142 -0.1891 3.9815  C86 1.529, C88 1.473, H95 1.090, H96 1.090
88 C -6.8034 0.9986 3.2027  C87 1.473, N89 1.137
89 N -7.1042 1.9168 2.6025  C88 1.137
90 H -7.2917 1.8793 5.7259  C85 1.091
91 H -7.5089 0.8462 7.1309  C85 1.091
92 H -5.8966 1.0572 6.4404  C85 1.093
93 H -8.2647 -0.3306 5.0815  C86 1.093
94 H -6.9075 -1.1613 5.8266  C86 1.091
95 H -6.6129 -1.0804 3.3866  C87 1.090
96 H -5.3429 -0.1443 4.1800  C87 1.090
97 C 0.6914 -1.3039 -7.7566  C98 1.523, H102 1.092, H103 1.090, H104 1.089
98 C 1.3885 -1.3845 -6.4046  C97 1.523, C99 1.532, H105 1.094, H106 1.091
99 C 1.5622 -2.8229 -5.9064  C98 1.532, C100 1.474, H107 1.090, H108 1.091
100 C 0.2496 -3.4716 -5.7339  C99 1.474, N101 1.139
101 N -0.7696 -3.9619 -5.6004  C100 1.139
102 H -0.3246 -1.7024 -7.7116  C97 1.092
103 H 0.6178 -0.2676 -8.0863  C97 1.090
104 H 1.2521 -1.8542 -8.5114  C97 1.089
105 H 0.8161 -0.8073 -5.6729  C98 1.094
106 H 2.3722 -0.9187 -6.4820  C98 1.091
107 H 2.0750 -2.8283 -4.9449  C99 1.090
108 H 2.1591 -3.4012 -6.6136  C99 1.091
109 C -8.5521 -4.0379 9.7478  C110 1.525, H114 1.091, H115 1.090, H116 1.092
110 C -9.1197 -2.8188 9.0291  C109 1.525, C111 1.532, H117 1.092, H118 1.091
111 C -9.4534 -3.0943 7.5590  C110 1.532, C112 1.473, H119 1.091, H120 1.091
112 C -8.2426 -3.4930 6.8213  C111 1.473, N113 1.138
113 N -7.3043 -3.7939 6.2524  C112 1.138
114 H -7.6078 -4.3604 9.3057  C109 1.091
115 H -8.3578 -3.8052 10.7948  C109 1.090
116 H -9.2514 -4.8757 9.7115  C109 1.092
117 H -8.4012 -1.9984 9.0948  C110 1.092
118 H -10.0267 -2.4920 9.5406  C110 1.091
119 H -9.8679 -2.2005 7.0912  C111 1.091
120 H -10.1931 -3.8919 7.4768  C111 1.091
121 C 7.1038 9.8303 4.4051  C122 1.525, H126 1.091, H127 1.090, H128 1.092
122 C 5.8956 9.5452 3.5197  C121 1.525, C123 1.532, H129 1.092, H130 1.092
123 C 4.6625 9.1068 4.3168  C122 1.532, C124 1.473, H131 1.090, H132 1.091
124 C 4.9438 7.8665 5.0605  C123 1.473, N125 1.137
125 N 5.1610 6.9076 5.6322  C124 1.137
126 H 7.4256 8.9375 4.9439  C121 1.091
127 H 7.9467 10.1665 3.8008  C121 1.090
128 H 6.8795 10.6097 5.1363  C121 1.092
129 H 6.1581 8.7713 2.7948  C122 1.092
130 H 5.6472 10.4442 2.9527  C122 1.092
131 H 3.8224 8.9281 3.6450  C123 1.090
132 H 4.3688 9.8823 5.0256  C123 1.091
133 C -2.9645 -2.1695 4.7740  C134 1.524, H138 1.090, H139 1.090, H140 1.094
134 C -3.3149 -3.6522 4.7552  C133 1.524, C135 1.532, H141 1.092, H142 1.091
135 C -3.5867 -4.1809 3.3432  C134 1.532, C136 1.476, H143 1.091, H144 1.093
136 C -4.7302 -3.4747 2.7335  C135 1.476, N137 1.138
137 N -5.6245 -2.9408 2.2741  C136 1.138
138 H -3.7880 -1.5602 4.4029  C133 1.090
139 H -2.7509 -1.8425 5.7913  C133 1.090
140 H -2.0824 -1.9645 4.1610  C133 1.094
141 H -4.1910 -3.8233 5.3842  C134 1.092
142 H -2.4908 -4.2193 5.1916  C134 1.091
143 H -3.8166 -5.2465 3.3778  C135 1.091
144 H -2.7070 -4.0437 2.7095  C135 1.093
145 C 4.4680 -4.8906 -11.5500  C146 1.525, H150 1.091, H151 1.090, H152 1.092
146 C 3.4419 -5.2855 -10.4937  C145 1.525, C147 1.533, H153 1.092, H154 1.092
147 C 2.5073 -4.1329 -10.1104  C146 1.533, C148 1.474, H155 1.091, H156 1.091
148 C 3.2792 -3.0085 -9.5518  C147 1.474, N149 1.136
149 N 3.8879 -2.1479 -9.1287  C148 1.136
150 H 5.1325 -4.1040 -11.1890  C145 1.091
151 H 5.0902 -5.7460 -11.8132  C145 1.090
152 H 3.9785 -4.5356 -12.4592  C145 1.092
153 H 3.9646 -5.6456 -9.6047  C146 1.092
154 H 2.8411 -6.1154 -10.8705  C146 1.092
155 H 1.7838 -4.4660 -9.3642  C147 1.091
156 H 1.9554 -3.7812 -10.9834  C147 1.091